Formula: H2N2O3S
Source: the OMol25 dataset
Level of theory: ωB97M-V with the def2-TZVPD basis set

Last columns: bonded neighbours and bond lengths (Å).
CARTESIAN COORDINATES (ANGSTROEM)
1 N -0.96 -0.91 -0.31  O5 1.303, H7 1.021
2 N -1.47 1.19 0.32  O5 1.251, H8 1.031
3 O 2.53 -0.90 0.70  S6 1.431
4 O 1.60 1.18 -0.18  S6 1.441
5 O -1.79 0.00 0.12  N1 1.303, N2 1.251
6 S 2.06 -0.16 -0.43  O3 1.431, O4 1.441
7 H -1.48 -1.79 -0.36  N1 1.021
8 H -0.48 1.39 0.13  N2 1.031

lowest unoccupied orbital energy (alpha / beta) = -1.092 / -1.090 eV
energy above the lowest of the compared OMol25 structures with the same formula, charge and spin = 3.257 eV